1.
ORCA calculation (ωB97M-V/def2-TZVPD) on a 2-piece molecular cluster, CH5NO2 overall.

```
9
Properties=species:S:1:pos:R:3:lowdin_charge:R:1
O -0.2377 -1.2580 -1.3689 0.025
C 0.6484 -1.4906 -0.5634 -0.400
O 0.5661 -1.2010 0.7338 0.050
H 1.6005 -1.9965 -0.8942 0.145
H 0.0438 -0.3865 0.7108 0.025
N -0.5884 1.3401 0.5289 0.027
H 0.0542 1.4740 -0.2639 0.049
H -1.5163 1.2461 0.1564 0.034
H -0.5705 2.2725 0.9605 0.045
```

## Properties
E, eV: -6703.37691
Energy relative to the best compared isomer or geometry (same formula, charge and spin), eV: 0.335
Gap between HOMO and LUMO, eV: 11.32
Structure (SMILES): O=CO.N

=====

2.
ORCA calculation (ωB97M-V/def2-TZVPD) on a single C5H8N2 molecule.

```
15
Properties=species:S:1:pos:R:3:lowdin_charge:R:1
C -2.4383 -0.6534 0.0966 -0.048
C -1.0571 -0.0831 -0.0329 -0.366
C -0.6813 1.2520 -0.2985 -0.042
C 0.6936 1.2476 -0.2618 -0.086
N 1.0673 -0.0227 0.0012 -0.226
C 2.4084 -0.5301 0.1832 -0.028
N 0.0163 -0.8466 0.1438 0.108
H -3.1843 0.0420 -0.2983 0.072
H -2.6854 -0.8502 1.1453 0.074
H -2.5167 -1.5997 -0.4447 0.073
H -1.3225 2.1032 -0.4636 0.095
H 1.4268 2.0326 -0.3947 0.119
H 2.9901 -0.4750 -0.7429 0.086
H 2.3237 -1.5731 0.4846 0.084
H 2.9243 0.0255 0.9692 0.085
```

## Properties
E, eV: -8294.51788
Energy relative to the best compared isomer or geometry (same formula, charge and spin), eV: 0.478
Gap between HOMO and LUMO, eV: 9.99
Structure (SMILES): Cc1ccn(C)n1

=====

3.
ORCA calculation (ωB97M-V/def2-TZVPD) on C41H37BrNO6PSTa as an isolated structure.

```
89
Properties=species:S:1:pos:R:3:lowdin_spin:R:1
Ta -0.6615 -0.7872 0.0663 0.613
C -0.1542 2.3017 3.0749 0.000
C -1.4370 1.5197 2.8158 0.002
C -2.6104 2.0810 3.6135 0.000
C -1.3018 0.0218 3.1125 0.010
C -0.8112 -0.3055 4.5239 0.002
O 0.3635 -1.1257 4.3071 0.001
C 0.5649 -1.2764 3.0116 0.006
N -0.2983 -0.6771 2.2458 0.024
C 1.7545 -2.1223 2.7060 0.001
C 2.2819 -2.7974 3.8124 0.000
C 3.4459 -3.5402 3.7221 0.000
C 4.1370 -3.5895 2.5254 0.000
C 3.6258 -2.9325 1.4171 0.001
C 2.4224 -2.2355 1.4675 0.005
P 1.8964 -1.4143 -0.0727 0.013
C 2.1528 -2.5426 -1.4685 0.006
C 2.1356 -1.9417 -2.7310 0.004
C 2.2436 -2.7114 -3.8760 0.000
C 2.3537 -4.0928 -3.7758 0.004
C 2.3576 -4.6972 -2.5287 0.001
C 2.2568 -3.9275 -1.3769 0.002
C 3.1220 -0.0964 -0.2685 -0.002
C 3.0567 1.0038 0.5857 0.000
C 4.0457 1.9724 0.5499 0.000
C 5.1042 1.8489 -0.3404 0.000
C 5.1787 0.7519 -1.1858 0.000
C 4.1946 -0.2255 -1.1493 -0.001
H -0.2822 3.3338 2.7472 0.000
H 0.6900 1.8819 2.5289 0.000
H 0.1106 2.3414 4.1329 0.000
H -1.6779 1.6133 1.7542 0.001
H -2.4594 1.9641 4.6900 0.000
H -3.5471 1.5865 3.3502 0.000
H -2.7271 3.1469 3.4213 0.000
H -2.2644 -0.4631 2.9281 0.000
H -1.5130 -0.8824 5.1192 0.000
H -0.4851 0.5657 5.0855 0.000
H 1.7804 -2.7286 4.7645 0.000
H 3.8227 -4.0506 4.5975 0.000
H 5.0708 -4.1302 2.4503 0.000
H 4.1852 -2.9576 0.4909 0.000
H 2.0697 -0.8616 -2.8172 0.000
H 2.2515 -2.2361 -4.8479 0.000
H 2.4409 -4.6954 -4.6697 0.000
H 2.4466 -5.7723 -2.4481 0.000
H 2.2598 -4.4184 -0.4134 0.000
H 2.2362 1.1022 1.2809 0.000
H 3.9930 2.8228 1.2168 0.000
H 5.8767 2.6056 -0.3699 0.000
H 6.0083 0.6506 -1.8723 0.000
H 4.2682 -1.0796 -1.8094 0.000
C 0.3185 6.4450 -2.4983 0.000
O 0.4115 5.3770 -1.5424 0.005
C 0.1190 4.1412 -1.9159 0.006
C -0.2913 3.7889 -3.2214 0.000
C -0.5703 2.4799 -3.4906 0.005
C -0.4782 1.4649 -2.5066 0.002
C -0.8341 0.1341 -2.8309 0.019
C -1.1703 -0.2953 -4.2219 0.002
O -0.8851 -0.7918 -1.9495 0.027
C -0.0430 1.8552 -1.2053 0.004
O 0.1367 0.9409 -0.2463 0.005
C 0.2477 3.1675 -0.9224 0.000
H 0.6006 7.3412 -1.9581 0.000
H -0.7038 6.5392 -2.8630 0.000
H 1.0090 6.2761 -3.3239 0.000
H -0.3865 4.5333 -3.9956 0.000
H -0.8925 2.2181 -4.4888 0.000
H -2.0945 0.1825 -4.5526 0.001
H -1.3057 -1.3727 -4.2398 0.000
H -0.3842 -0.0111 -4.9215 0.001
H 0.5899 3.4506 0.0627 0.000
S -0.4634 -4.4573 0.4255 0.126
C -0.4093 -2.9582 0.3402 0.088
Br -9.3246 -0.5801 -0.0780 0.000
C -7.4508 -0.5842 -0.0427 0.001
C -6.7670 0.6252 -0.1248 0.000
C -5.3868 0.6203 -0.1009 0.001
C -4.6993 -0.5894 0.0131 0.000
C -5.3952 -1.7957 0.0980 0.001
C -6.7759 -1.7957 0.0654 0.000
C -3.2490 -0.5810 0.0496 0.006
O -2.5699 -1.6742 0.2751 -0.005
O -2.5428 0.4516 -0.1171 0.012
H -7.3161 1.5520 -0.2069 0.000
H -4.8336 1.5475 -0.1686 0.000
H -4.8519 -2.7264 0.1859 0.000
H -7.3314 -2.7205 0.1236 0.000
```

## Properties
E, eV: -148600.98111
Energy relative to the best compared isomer or geometry (same formula, charge and spin), eV: 0.000
2S+1: 2
Expectation value of S²: 0.7559
Gap between HOMO and LUMO (spin up / spin down), eV: 6.24 / 6.78
Total charge: +2

=====

4.
ORCA calculation (ωB97M-V/def2-TZVPD) on a single C5H8N2 molecule.

```
15
Properties=species:S:1:pos:R:3:lowdin_charge:R:1
H -0.7626 -1.5797 -2.7652 0.042
N -0.5917 -1.1614 -1.8535 0.091
C 0.1984 -0.1664 -1.9722 -0.213
C 0.6242 0.5993 -0.8024 -0.356
N 1.6858 1.5182 -0.9502 0.078
C -0.0375 0.2875 0.2904 -0.016
C -0.9165 0.2581 1.2494 -0.143
C -1.1378 -0.8663 2.2246 -0.099
H 0.6895 0.1348 -2.9016 0.111
H 2.5197 1.1109 -1.3497 0.077
H 1.9191 2.0187 -0.1019 0.085
H -0.6226 1.3045 1.4747 0.127
H -0.4567 -1.6977 2.0080 0.077
H -0.9502 -0.4959 3.2328 0.067
H -2.1612 -1.2644 2.2169 0.072
```

## Properties
E, eV: -8291.21149
Energy relative to the best compared isomer or geometry (same formula, charge and spin), eV: 3.785
Gap between HOMO and LUMO, eV: 8.54
Structure (SMILES): [H]/N=C/C(N)=C=CC

=====

no.,strongest force on any atom (eV/A)
1,1.703
2,0.216
3,1.288
4,2.426